No. 1
DFT (ωB97M-V with the def2-TZVPD basis set) results for a cluster of 2 separate species, C4H8O2 in total.

The value obtained for the HOMO energy is -8.57 eV. The value obtained for the orbital gap is 8.89 eV. As for the LUMO energy: 0.321 eV. As for the total energy: -307.6400 a.u.

Last column: Löwdin charge in e.
Cartesian coordinates (Å):
C1 -0.85226 0.83688 -1.86764  0.0376
C2 -0.00257 0.24668 -1.02752  -0.4782
C3 1.15852 0.93724 -0.36832  -0.0413
O1 -0.13936 -1.08197 -0.74053  -0.0030
H1 -1.66177 0.27609 -2.32300  0.0589
H2 -0.73764 1.88359 -2.12440  0.0532
H3 2.10442 0.48986 -0.69720  0.0912
H4 1.17408 2.00124 -0.61450  0.0804
H5 1.11278 0.83229 0.72247  0.0701
H6 0.41370 -1.30246 0.02888  0.0535
C4 -0.65831 -1.27897 2.25573  -0.0868
O2 0.50684 -1.41639 1.95544  -0.0190
H7 -1.44142 -1.15520 1.48791  0.0944
H8 -0.97700 -1.26886 3.31269  0.0890

No. 2
DFT (ωB97M-V with the def2-TZVPD basis set) results for a structure of composition C4H8O2.

The value obtained for the HOMO energy is -8.26 eV. The value obtained for the orbital gap is 8.89 eV. As for the LUMO energy: 0.633 eV. As for the total energy: -307.5370 a.u.

Last column: Löwdin charge in e.
Cartesian coordinates (Å):
C1 1.62489 0.02703 -0.17653  -0.0265
C2 0.18437 -0.07167 0.29164  -0.6571
O1 0.12383 -0.83606 1.49360  -0.0470
C3 -0.82581 -0.61463 -0.69835  -0.1009
O2 -1.87973 0.37804 -0.44560  -0.0661
C4 -0.56840 1.24287 0.48540  0.1172
H1 1.68696 0.47861 -1.17238  0.0828
H2 2.09315 -0.96189 -0.19777  0.0868
H3 2.19388 0.65133 0.52054  0.0883
H4 -0.22302 -0.21342 2.15021  0.0813
H5 -1.17142 -1.63436 -0.51152  0.1340
H6 -0.54568 -0.49234 -1.74607  0.1332
H7 -2.39218 0.10991 0.33505  0.1292
H8 -0.30087 1.93657 -0.32821  0.0449

Q: What is the HOMO energy in the second record?
A: -8.26 eV